Entry 1:
Entry from the OMol25 dataset: C6H8O6Tl as an isolated structure (ωB97M-V with the def2-TZVPD basis set).

For the energy above the lowest of the compared OMol25 structures with the same formula, charge and spin, the calculation gives 37.1 kcal per mole. Its LUMO energy is 3.026 eV. The calculation puts the HOMO energy at -3.98 eV. As for the largest force on an atom: 5.0 eV Å⁻¹. As for the charge: -1.

Last column: Löwdin charge in e.
CARTESIAN COORDINATES (ANGSTROEM)
H1 -2.072 -1.428 2.209  0.118
C1 -2.652 -0.561 1.873  -0.144
O1 3.010 -1.559 -0.944  -0.531
C2 -2.838 -0.529 0.348  -0.149
C3 0.616 0.515 0.407  -0.260
H2 -3.882 -0.663 0.040  0.117
O2 0.870 0.647 -0.917  -0.078
C4 2.204 0.692 -1.448  -0.209
H3 -3.606 -0.517 2.414  0.116
C5 2.715 -0.664 -1.940  -0.393
H4 3.604 -0.415 -2.569  0.105
H5 1.953 -1.052 -2.656  0.112
O3 -1.923 0.632 2.143  -0.006
H6 -2.202 -1.263 -0.166  0.119
H7 2.152 1.398 -2.290  0.119
O4 -1.472 2.516 1.036  0.030
O5 -2.423 0.786 -0.003  -0.006
Tl1 3.090 -1.188 0.999  0.763
H8 2.890 1.095 -0.686  0.104
O6 1.563 0.272 1.173  -0.320
C6 -1.597 1.288 0.978  -0.607

=====

Entry 2:
Entry from the OMol25 dataset: C6H8O6Yb as an isolated structure (ωB97M-V with the def2-TZVPD basis set).

As for the spin multiplicity: 2. For the energy above the lowest of the compared OMol25 structures with the same formula, charge and spin, the calculation gives 0.0 kcal per mole. Its LUMO energy (spin up / spin down) is -10.960 / -15.023 eV. The calculation puts the HOMO energy (spin up / spin down) at -20.09 / -20.09 eV. As for the largest force on an atom: 7.1 eV Å⁻¹. As for the charge: +3.

Last column: Löwdin charge in e.
CARTESIAN COORDINATES (ANGSTROEM)
C1 2.589 0.214 0.153  -0.718
H1 -3.754 -2.120 1.806  0.163
H2 -3.629 -1.094 0.353  0.163
H3 -0.731 -0.729 -0.500  0.270
Yb1 5.663 -0.035 -0.160  1.861
C2 -3.288 -1.219 1.389  -0.117
O1 3.319 1.126 0.566  -0.005
O2 -5.174 1.292 2.883  0.324
C3 -1.780 -1.362 1.452  -0.123
C4 -0.994 -0.342 0.674  -0.041
H4 -1.304 0.708 0.747  0.175
C5 0.432 -0.548 0.584  0.010
C6 -4.987 0.174 2.198  -0.458
O3 -3.688 -0.083 2.156  0.143
H5 0.910 -1.429 1.036  0.196
O4 -5.857 -0.512 1.720  0.511
O5 1.211 0.443 0.257  0.165
O6 3.007 -0.875 -0.278  -0.023
H6 -6.118 1.415 3.049  0.189
H7 -1.434 -1.248 2.496  0.159
H8 -1.528 -2.383 1.136  0.156

=====

Entry 3:
Entry from the OMol25 dataset: C6H8OPPd as an isolated structure (ωB97M-V with the def2-TZVPD basis set).

As for the spin multiplicity: 3. Its LUMO energy (spin up / spin down) is 4.092 / 3.839 eV. The calculation puts the HOMO energy (spin up / spin down) at 0.32 / -2.39 eV. As for the largest force on an atom: 8.6 eV Å⁻¹. As for the charge: -1.

Last column: Löwdin charge in e.
CARTESIAN COORDINATES (ANGSTROEM)
H1 -2.190 -1.931 -1.645  0.109
C1 -0.641 -0.439 1.041  -0.299
C2 -1.306 0.626 0.490  -0.292
C3 -0.920 -1.580 0.210  -0.307
H2 2.448 0.984 1.322  -0.143
P1 2.595 -0.005 0.268  0.537
H3 3.111 -1.175 0.946  -0.185
H4 -0.142 -0.399 2.044  0.102
O1 0.768 3.040 -0.539  -0.102
H5 -1.364 1.657 0.785  0.093
H6 -2.745 0.584 -1.295  0.082
C4 -1.687 -1.204 -0.898  -0.352
C5 -2.008 0.153 -0.643  -0.295
Pd1 -0.003 -0.170 -0.946  0.534
H7 -0.573 -2.622 0.280  0.088
H8 3.716 0.473 -0.457  -0.182
C6 0.940 2.008 -0.964  -0.389

=====

Entry 4:
Entry from the OMol25 dataset: one molecule with the formula C6H8OS (ωB97M-V with the def2-TZVPD basis set).

For the energy above the lowest of the compared OMol25 structures with the same formula, charge and spin, the calculation gives 30.9 kcal per mole. Its LUMO energy is 0.524 eV. The calculation puts the HOMO energy at -9.05 eV. As for the largest force on an atom: 2.3 eV Å⁻¹.

Last column: Löwdin charge in e.
CARTESIAN COORDINATES (ANGSTROEM)
C1 0.897 0.696 0.051  -0.558
O1 -1.379 -0.659 1.252  0.054
H1 1.228 2.692 0.793  0.054
C2 -3.067 -0.300 -0.355  -0.073
H2 2.690 1.478 0.882  0.076
C3 1.609 1.676 0.669  -0.004
H3 3.462 -0.405 -0.278  0.058
S1 -0.785 1.238 -0.462  0.982
H4 2.796 -2.180 -0.484  0.069
H5 -2.990 -0.471 -1.400  0.060
C4 1.350 -0.674 -0.246  -0.201
C5 -1.735 -0.037 0.320  -0.803
C6 2.619 -1.093 -0.363  0.021
H6 -3.700 0.589 -0.246  0.084
H7 -3.583 -1.110 0.171  0.089
H8 0.586 -1.440 -0.303  0.091

=====

Entry 5:
Entry from the OMol25 dataset: one molecule with the formula C6H8OS (ωB97M-V with the def2-TZVPD basis set).

For the energy above the lowest of the compared OMol25 structures with the same formula, charge and spin, the calculation gives 145.2 kcal per mole. Its LUMO energy is 0.836 eV. The calculation puts the HOMO energy at -7.91 eV. As for the largest force on an atom: 4.7 eV Å⁻¹.

Last column: Löwdin charge in e.
CARTESIAN COORDINATES (ANGSTROEM)
H1 -0.669 0.543 2.996  0.119
C1 -0.654 -0.388 2.337  -0.019
C2 0.476 -0.327 1.372  -0.594
S1 1.207 -1.242 0.155  0.879
H2 -1.307 -1.206 2.799  0.128
C3 -0.374 0.978 -1.137  -0.437
C4 0.411 -0.337 -1.238  -0.398
H3 0.000 1.334 -3.375  0.165
H4 0.627 0.673 0.962  0.102
H5 -1.336 -1.035 0.369  0.121
C5 -0.940 -0.112 0.762  -0.326
H6 1.238 -0.316 -1.957  0.065
O1 -1.072 1.065 -0.014  0.002
H7 -0.295 -1.308 -1.496  0.125
H8 -0.727 2.801 -2.086  0.031
C6 -0.296 1.830 -2.193  0.038

=====

Entry 6:
Entry from the OMol25 dataset: one molecule with the formula C6H8OS (ωB97M-V with the def2-TZVPD basis set).

For the energy above the lowest of the compared OMol25 structures with the same formula, charge and spin, the calculation gives 33.2 kcal per mole. Its LUMO energy is 0.842 eV. The calculation puts the HOMO energy at -8.38 eV. As for the largest force on an atom: 1.2 eV Å⁻¹.

Last column: Löwdin charge in e.
CARTESIAN COORDINATES (ANGSTROEM)
H1 1.494 -1.284 2.277  -0.136
H2 -0.440 2.887 -1.097  0.085
C1 -0.363 0.961 -0.229  -0.363
S1 2.001 -0.915 1.097  0.781
C2 -0.242 2.427 -0.126  -0.015
O1 0.393 0.393 -1.241  -0.010
H3 -1.427 -2.110 0.021  0.138
C3 -1.037 0.055 0.488  -0.029
H4 -0.962 2.838 0.627  0.101
H5 0.772 2.731 0.160  0.090
H6 0.954 -2.789 -0.124  0.114
C4 -0.698 -1.299 0.010  -0.200
C5 0.239 -1.008 -1.130  -0.266
H7 -1.723 0.279 1.315  0.121
H8 0.261 -1.462 -2.117  0.154
C6 0.777 -1.703 0.069  -0.566

=====

Entry 7:
Entry from the OMol25 dataset: C6H8OS as an isolated structure (ωB97M-V with the def2-TZVPD basis set).

For the energy above the lowest of the compared OMol25 structures with the same formula, charge and spin, the calculation gives 128.8 kcal per mole. Its LUMO energy is 0.153 eV. The calculation puts the HOMO energy at -8.64 eV. As for the largest force on an atom: 8.2 eV Å⁻¹.

Last column: Löwdin charge in e.
CARTESIAN COORDINATES (ANGSTROEM)
H1 3.644 -0.097 -1.302  0.139
C1 2.781 -0.775 -0.533  -0.059
C2 1.431 -0.502 -0.332  -0.327
H2 0.758 2.314 1.658  0.122
H3 2.957 -1.949 -0.828  0.077
H4 -3.681 0.772 -0.452  0.116
C3 -3.073 -0.244 -0.232  -0.119
O1 -0.971 -0.703 1.082  -0.006
H5 0.865 -1.518 0.007  0.156
H6 -3.537 -0.922 0.571  0.086
C4 -1.604 -0.164 0.185  -0.698
H7 -3.347 -0.867 -1.311  0.149
C5 0.836 0.733 -0.184  -0.695
C6 1.372 1.448 0.997  0.073
H8 2.287 1.386 1.502  0.024
S1 -0.718 1.088 -0.827  0.961

=====

What did the sixth record say?
Entry from the OMol25 dataset: one molecule with the formula C6H8OS (ωB97M-V with the def2-TZVPD basis set).

For the energy above the lowest of the compared OMol25 structures with the same formula, charge and spin, the calculation gives 33.2 kcal per mole. Its LUMO energy is 0.842 eV. The calculation puts the HOMO energy at -8.38 eV. As for the largest force on an atom: 1.2 eV Å⁻¹.

Last column: Löwdin charge in e.
CARTESIAN COORDINATES (ANGSTROEM)
H1 1.494 -1.284 2.277  -0.136
H2 -0.440 2.887 -1.097  0.085
C1 -0.363 0.961 -0.229  -0.363
S1 2.001 -0.915 1.097  0.781
C2 -0.242 2.427 -0.126  -0.015
O1 0.393 0.393 -1.241  -0.010
H3 -1.427 -2.110 0.021  0.138
C3 -1.037 0.055 0.488  -0.029
H4 -0.962 2.838 0.627  0.101
H5 0.772 2.731 0.160  0.090
H6 0.954 -2.789 -0.124  0.114
C4 -0.698 -1.299 0.010  -0.200
C5 0.239 -1.008 -1.130  -0.266
H7 -1.723 0.279 1.315  0.121
H8 0.261 -1.462 -2.117  0.154
C6 0.777 -1.703 0.069  -0.566